# 1
Here is a 2-piece molecular cluster, C3H4F2O overall at a distorted geometry from OMol25. Energies are from ωB97M-V/def2-TZVPD.

Multiplicity: 1
Strongest force on any atom in eV/A: 5.5
DFT total energy in eV: -10652.7150

Last column: Löwdin charge in e.
Atoms and positions in Å:
C: 0.83478 0.58006 -0.09953  -0.22
H: 1.12435 1.50470 0.53221  0.17
H: 0.20131 -1.67712 0.43298  0.15
C: 0.24851 -0.56735 0.83018  -0.02
C: -0.69505 0.26502 0.12561  -0.63
F: -1.29220 -0.25271 -1.00024  0.03
H: 0.05536 -0.66915 1.94168  0.13
F: -1.67596 0.74133 0.77008  0.17
H: 0.05495 -0.41938 -2.02595  0.37
O: 1.14395 0.49462 -1.50702  -0.16



# 2
Here is a 13-piece molecular cluster, C34H101N19O13 overall at a distorted geometry from OMol25. Energies are from ωB97M-V/def2-TZVPD.

Multiplicity: 1
Strongest force on any atom in eV/A: 2.5
DFT total energy in eV: -91828.4901

Last column: Löwdin charge in e.
Atoms and positions in Å:
H: 3.40436 5.37523 -2.33204  0.07
H: -0.36911 -4.20832 2.48416  0.12
H: 5.49946 -2.68537 -1.49555  0.10
N: -2.75371 2.13644 0.68126  0.18
C: 3.79295 1.13167 -2.25689  -0.11
O: 2.54332 -1.78667 -1.18016  -0.04
H: -2.34682 1.23045 0.91512  0.06
H: 0.38211 3.36632 6.93064  0.08
H: 3.12540 4.71031 -3.91198  0.08
H: -4.58808 -4.46812 -7.00497  0.09
C: -3.45439 -4.76396 0.06340  -0.66
N: -4.36571 -1.43041 1.18461  0.06
N: 1.71713 -1.65628 -3.87516  0.18
H: -5.27900 0.44491 6.10437  0.09
H: 0.58354 3.23821 -3.76094  0.08
O: -5.77255 0.29669 4.16810  -0.19
H: 4.41874 -2.57317 -2.84684  0.07
H: 2.07695 1.59767 2.32806  0.07
H: -3.33397 0.88543 -1.43174  0.08
C: -1.86177 2.94854 0.06682  -0.63
H: -1.83640 -4.23951 5.86258  0.08
H: 4.82108 4.02079 1.32087  0.11
N: 0.48735 0.18904 -0.20335  0.20
O: 2.38861 4.36299 1.76641  -0.01
H: -3.70129 2.41152 0.84038  0.11
C: -6.14026 0.11728 5.51461  -0.10
H: 6.66838 0.86358 1.75515  0.06
H: -0.56172 0.67875 -2.61654  0.11
C: 5.51429 0.03359 3.14191  -0.44
N: -3.48813 -6.13259 -0.02055  0.15
H: 4.14253 1.67915 2.42518  0.12
H: 1.26892 -0.21845 -0.69100  0.06
N: 2.18232 3.42460 -0.30208  0.19
C: 3.88052 5.21325 -3.30066  -0.06
C: 2.89355 3.97352 0.70527  -0.68
H: 4.06451 6.20656 -3.71059  0.08
H: 4.46377 -0.43969 4.95026  0.07
H: -4.66895 0.46793 1.87118  0.11
C: -4.20667 -3.48300 -7.27304  -0.11
H: -2.76666 1.45482 3.67076  0.08
H: 6.63311 3.98221 -4.52504  0.07
N: -1.70231 2.40063 -5.27751  0.04
C: -0.39082 -0.67070 0.33849  -0.68
H: -2.15335 -0.42851 -1.54194  0.07
H: -7.02671 -1.27447 1.27690  0.08
H: -5.98857 -1.69254 3.68006  0.13
C: -1.73919 -3.20900 5.51168  -0.06
H: 4.58250 0.40725 1.33384  0.11
H: 2.50838 -2.56056 4.00877  0.09
O: 3.82183 -2.14435 -4.71480  -0.01
N: 1.94420 -3.04920 -5.61644  0.16
H: 5.05301 -2.43835 0.49786  0.10
H: 0.95594 -2.90729 -5.68219  0.05
H: -0.44300 4.78961 6.24908  0.08
H: -4.10943 -0.84868 0.38824  0.05
H: -1.34153 2.28696 -2.60055  0.11
H: 1.48323 5.19951 4.66833  0.08
C: 2.02400 0.68703 2.93164  -0.07
O: 3.13565 -0.17574 2.63339  -0.20
N: -2.76796 -3.50687 3.39014  0.06
H: -3.48331 -4.26488 -4.92293  0.12
H: 6.25494 -0.38364 5.18151  0.08
H: 5.56718 4.69622 -2.23354  0.13
C: 1.63553 -2.89016 3.44994  -0.10
H: -0.44721 -3.51069 -2.83717  0.07
C: 3.66944 -2.22127 -0.93985  -0.63
H: -0.90941 -3.72788 -5.34407  0.13
H: -4.78151 -3.25566 -0.24652  0.08
C: -1.45969 -3.52131 -3.24115  -0.05
O: -2.50310 -4.15784 0.54014  -0.01
C: 4.92435 2.89858 -3.22201  -0.19
H: -7.15354 0.46578 1.59608  0.07
C: 4.30352 0.59988 2.38055  -0.21
H: 1.49567 1.73167 -4.28713  0.06
O: 0.87189 -3.85799 4.13209  -0.17
H: -1.15781 -1.36108 -5.80140  0.09
H: -7.03098 0.70384 5.73335  0.09
C: -5.19456 -0.49291 1.94912  -0.42
C: 5.39773 0.04264 4.65910  -0.06
H: -3.78079 -0.65503 -2.28451  0.09
O: -1.33650 -0.31090 1.05590  -0.04
H: 5.90163 2.49726 -2.93194  0.13
H: 1.92898 4.22034 3.73927  0.02
H: -3.66169 -2.58982 -4.83101  0.13
N: 6.77744 0.66909 2.75214  0.04
H: 0.93267 -2.10425 3.15947  0.07
O: -0.67774 2.69235 -0.22498  -0.04
C: -1.56627 -3.12561 -4.71344  -0.41
H: 4.70511 0.52153 -2.26599  0.09
H: 5.46994 -1.01575 2.83416  0.12
H: -1.20096 1.50486 4.57735  0.08
C: -1.77388 1.89837 3.73143  -0.13
H: -1.47109 2.22282 -6.25093  0.07
H: -4.30033 -1.05172 3.70951  0.10
H: 3.49574 -2.04026 1.13316  0.08
H: 4.68804 2.59159 -4.24386  0.14
C: 2.60703 -2.32587 -4.64994  -0.65
H: -6.32503 -0.92215 5.80194  0.09
C: -1.48195 -3.18599 4.01062  -0.45
H: -0.05618 3.69741 2.68263  0.11
O: -2.96794 -3.14964 -6.66199  -0.18
H: -0.69084 5.01814 3.69467  0.13
N: 4.21786 3.97090 0.52078  0.18
H: -3.39740 -2.75719 3.61325  0.02
H: -1.81337 -4.51301 -2.94566  0.08
C: -1.28143 1.32737 -3.12199  -0.17
N: 4.55740 -2.69087 -1.84706  0.19
C: -0.39583 -4.12440 3.57663  -0.21
H: 4.57749 3.78100 -0.39781  0.07
H: -4.99269 -2.74945 -7.05505  0.08
H: 0.59078 2.45684 4.68532  0.10
N: -1.19810 -1.71234 -4.85090  0.05
H: 0.90649 2.89204 -5.38203  0.08
H: -1.99188 -1.22889 -4.43531  0.06
H: -0.71394 -5.11722 3.90864  0.13
C: 5.16729 4.40968 -3.21040  -0.45
C: -5.34371 -0.84251 3.44924  -0.18
H: 2.39692 -3.65128 -6.27750  0.10
O: 3.96344 2.52981 -2.22737  -0.23
H: 2.03990 -1.25825 -3.00583  0.05
N: -0.14859 -1.95850 0.07646  0.21
H: -0.81857 -2.61389 0.44488  0.08
H: 2.04167 1.01078 3.97386  0.09
H: -0.83203 -2.88981 6.03619  0.08
H: 2.06298 -3.22197 2.49280  0.08
C: -0.26284 3.71608 6.12394  -0.06
H: 0.72890 -1.71274 -4.09082  0.05
C: 0.38738 3.52887 4.76454  -0.48
H: -0.49498 0.75876 -5.07668  0.11
H: 6.76310 1.62353 3.10744  0.07
H: -2.59430 1.92040 -5.20079  0.06
H: 0.41073 1.19915 -0.17452  0.06
H: -3.48820 -1.36561 1.70749  0.05
C: -2.98427 -3.34737 -5.25226  -0.21
H: -1.24097 3.26661 6.30028  0.07
H: 0.54819 -2.18732 -0.61362  0.07
C: -2.98738 0.05672 -2.06006  -0.10
O: -1.83447 3.29052 3.64250  -0.18
C: -0.56449 3.93648 3.62274  -0.17
H: -2.76464 -3.73575 2.40159  0.02
N: -4.61310 -4.24602 -0.40055  0.16
H: -4.14877 -3.35003 -8.35307  0.09
H: -3.43162 4.14039 -0.34277  0.10
C: -6.51485 -0.31433 1.17904  -0.05
H: 5.36495 1.03228 5.12787  0.08
H: 3.36904 0.71818 -3.18151  0.08
H: -4.32296 -6.58249 -0.34454  0.09
H: -6.38082 -0.05219 0.12878  0.07
H: -1.30046 -2.12890 3.76549  0.13
N: 1.67421 4.19069 4.73307  0.05
C: -0.69029 1.66951 -4.49807  -0.44
C: 0.64048 2.38831 -4.44784  -0.06
H: -2.55870 -2.58121 5.85652  0.07
N: -2.43359 4.07784 -0.40942  0.17
H: 5.40729 4.72320 -5.14797  0.07
H: 3.16176 0.83052 -1.42213  0.07
H: 1.17067 3.41257 -0.25570  0.06
H: -1.20211 1.46995 2.89544  0.06
O: -2.54668 0.66358 -3.25485  -0.21
H: -1.91513 4.67737 -1.02518  0.11
H: -2.76685 -6.76668 0.27028  0.10
N: 6.02974 4.78431 -4.34282  0.04
H: 2.60850 3.25638 -1.21037  0.07
H: -5.38219 -4.77622 -0.75736  0.09
N: 4.06319 -2.33559 0.35397  0.19
H: 1.09020 0.20800 2.64215  0.07
H: -2.10643 -2.87727 -2.63815  0.07